ORCA calculation (wB97M-V/def2-TZVPD) on a 2-piece molecular cluster, C2HN4 overall in a non-equilibrium geometry.

Computed properties:
HOMO   -18.823 eV
Spin multiplicity   1
Kohn-Sham gap   11.70 eV
Relative energy (zero: lowest compared OMol25 entry of this formula, charge and spin)   0.85 kcal/mol
Net charge   +1

Cartesian coordinates (Å):
N  0.98331  0.84295  1.38286
N  -0.94035  0.61701  -1.27320
C  -0.56320  -0.32047  -0.72773
H  -1.26660  1.45920  -1.72091
N  1.67198  1.30013  2.10239
N  0.22279  -2.43736  0.37192
C  -0.10793  -1.46146  -0.13534

Now the natural (NBO) charges, all in e:
1. N -0.104
2. N -0.310
3. C 0.630
4. H 0.520
5. N 0.113
6. N 0.084
7. C 0.067

ORCA calculation (wB97M-V/def2-TZVPD) on a 14-piece molecular cluster, C23H74N10O23 overall in a non-equilibrium geometry.

Computed properties:
HOMO (alpha / beta)   -10.864 / -10.863 eV
Spin multiplicity   2
Kohn-Sham gap (alpha / beta)   7.97 / 1.73 eV
Net charge   +1

Cartesian coordinates (Å):
C  -26.43736  -12.71540  1.59965
C  -26.96761  -9.28988  -0.78519
H  -28.25824  -8.68357  4.64979
H  -27.69782  -14.62525  5.43279
O  -22.03527  -14.72658  3.89984
H  -22.37468  -12.43056  1.85746
H  -25.31719  -4.22360  0.80892
C  -21.47061  -8.64926  6.34395
C  -19.67925  -6.07448  -0.28976
O  -30.33838  -6.54114  4.07670
N  -26.60857  -5.49006  5.56619
C  -27.25476  -13.79203  5.97826
C  -21.54972  -10.00907  5.70742
H  -24.83927  -10.50415  3.75846
H  -22.90868  -8.91182  2.55772
H  -20.38862  -11.35415  6.18040
C  -21.08956  -5.83514  0.26224
H  -24.10893  -13.79249  4.25406
H  -25.52514  -10.26509  6.21225
H  -20.97282  -9.65489  1.08525
O  -27.09018  -9.04194  5.97002
H  -19.41463  -10.81673  2.09383
H  -21.66791  -5.22120  -0.42817
H  -22.16718  -11.55893  -3.57383
H  -27.79223  -10.80675  7.87851
H  -21.11993  -5.25820  1.18654
O  -23.07135  -10.11349  -0.91080
C  -25.40154  -5.09279  5.80249
C  -24.87389  -9.47973  3.38769
H  -28.24308  -7.66074  3.32603
H  -20.20243  -9.91673  3.27483
O  -28.37355  -9.51243  -1.03725
H  -22.88055  -12.97620  -2.12051
H  -27.03921  -12.66342  4.38929
H  -17.92821  -9.62714  3.76628
C  -25.89072  -9.36257  6.70205
O  -26.29707  -7.50378  -2.30576
O  -26.13465  -9.40032  2.73567
C  -30.60377  -11.21672  2.95535
H  -31.51510  -11.50710  2.43264
H  -26.67066  -8.78650  8.60693
H  -24.45527  -6.46181  1.45629
H  -28.75990  -8.74160  -1.45934
H  -26.50559  -10.17948  -0.35709
H  -25.05212  -8.66769  6.65749
H  -22.24975  -10.63350  6.26251
O  -20.36114  -9.03363  1.48707
H  -26.76428  -8.65909  0.08017
C  -22.46584  -13.70151  3.41137
N  -23.65758  -13.22079  3.55440
H  -24.82172  -8.64525  4.08700
H  -24.35860  -8.71055  1.56962
O  -24.60742  -4.25566  2.69895
O  -29.92872  -12.32137  3.56142
O  -18.77459  -6.41547  0.67629
O  -29.59509  -11.17453  0.71076
O  -26.17286  -6.66385  2.67168
C  -25.56040  -4.65099  1.78169
H  -22.25785  -9.82307  -3.20389
N  -24.54588  -5.87570  5.21299
H  -21.14723  -7.61770  0.92824
N  -22.35501  -10.79367  -2.94200
H  -28.31299  -12.57183  0.79751
H  -22.05551  -10.01895  4.74192
N  -23.24196  -12.20342  -1.57986
O  -20.21448  -10.49674  5.78526
H  -24.17725  -13.85890  6.39257
H  -27.17357  -7.25935  -2.61172
N  -21.84472  -13.00473  2.49743
H  -17.45016  -9.08031  2.13443
H  -20.92018  -8.69770  7.28351
H  -30.79730  -10.40770  3.65972
H  -20.98995  -7.85793  5.76874
H  -29.57782  -8.82586  6.07858
O  -24.84068  -14.31033  5.86563
H  -23.53763  -10.42094  0.68620
H  -29.56851  -12.95092  2.93251
H  -27.59931  -9.81998  6.20886
H  -18.92632  -7.39904  2.38174
C  -18.26032  -9.11580  2.86277
H  -26.66873  -6.03661  4.71898
N  -28.80847  -8.09303  4.04267
H  -27.08752  -13.54078  -0.00383
H  -23.85036  -12.26096  3.30604
O  -22.78560  -8.11208  6.43647
H  -23.58066  -5.69560  5.44966
H  -23.65745  -12.38493  -0.67735
H  -26.03201  -15.16670  7.14542
O  -25.13883  -4.17693  6.61684
H  -24.81073  -4.66718  3.54211
H  -19.27653  -5.15606  -0.71686
H  -26.18088  -7.61843  2.57018
C  -23.85961  -9.36762  2.28191
H  -26.43627  -9.63306  -2.84992
H  -25.14840  -9.08972  -1.88283
H  -25.28159  -9.83411  8.71047
H  -30.05622  -9.51072  1.63669
H  -26.02215  -6.49306  0.67400
H  -18.27950  -7.19062  0.40128
C  -26.20703  -8.90843  -2.06861
H  -30.91212  -7.63027  6.15661
H  -27.47403  -5.09781  5.90857
H  -22.65822  -7.23661  6.80921
H  -25.80607  -13.43471  7.41950
O  -21.71900  -7.02823  0.43105
N  -27.41222  -13.02864  0.80386
H  -19.63547  -6.71477  -1.17080
H  -29.16418  -10.54119  0.13215
C  -19.57360  -9.78126  2.39487
C  -29.72258  -10.51308  1.90514
C  -22.92098  -10.97371  -1.74859
N  -25.40621  -13.28042  1.02945
O  -27.12857  -12.49869  5.33082
H  -26.51034  -4.23680  2.11959
C  -25.98559  -14.19312  6.65748
H  -28.75999  -10.39696  2.40318
H  -24.76760  -6.79141  4.84907
C  -26.21006  -9.66941  8.16374
O  -26.48819  -12.05747  2.60368
C  -25.49020  -6.13431  1.55515
N  -30.07859  -8.01759  5.73792
H  -27.92980  -13.62560  6.81773
O  -18.53199  -7.77667  3.17135
H  -26.51273  -10.28256  2.75265
H  -20.97594  -13.34684  2.11237
O  -23.53686  -10.58546  1.63199
O  -26.95095  -10.84833  8.33906
C  -29.75364  -7.45967  4.59042
H  -24.57698  -13.42146  1.58855
H  -25.77215  -14.03117  0.46151

Atomic partial charges in e from the Löwdin method, atoms 1 to 99:
1. C -0.710
2. C -0.190
3. H 0.061
4. H 0.125
5. O 0.061
6. H 0.064
7. H 0.119
8. C -0.222
9. C -0.163
10. O 0.045
11. N 0.200
12. C -0.204
13. C -0.245
14. H 0.114
15. H 0.107
16. H 0.094
17. C -0.127
18. H 0.086
19. H 0.107
20. H 0.091
21. O -0.091
22. H 0.128
23. H 0.154
24. H 0.119
25. H 0.078
26. H 0.184
27. O 0.028
28. C -0.755
29. C -0.187
30. H 0.102
31. H 0.101
32. O -0.058
33. H 0.133
34. H 0.030
35. H 0.133
36. C -0.207
37. O -0.051
38. O -0.097
39. C -0.196
40. H 0.120
41. H 0.127
42. H 0.104
43. H 0.105
44. H 0.111
45. H 0.092
46. H 0.126
47. O -0.077
48. H 0.102
49. C -0.790
50. N 0.173
51. H 0.104
52. H 0.110
53. O -0.050
54. O -0.059
55. O 0.044
56. O -0.078
57. O -0.085
58. C -0.262
59. H 0.120
60. N 0.154
61. H 0.069
62. N 0.180
63. H 0.088
64. H 0.099
65. N 0.201
66. O -0.049
67. H 0.097
68. H 0.084
69. N 0.160
70. H 0.117
71. H 0.131
72. H 0.112
73. H 0.123
74. H 0.094
75. O -0.072
76. H 0.007
77. H 0.074
78. H 0.060
79. H 0.029
80. C -0.205
81. H 0.076
82. N 0.186
83. H 0.116
84. H 0.079
85. O -0.092
86. H 0.120
87. H 0.095
88. H 0.128
89. O 0.012
90. H 0.035
91. H 0.169
92. H 0.021
93. C -0.217
94. H 0.126
95. H 0.091
96. H 0.126
97. H 0.128
98. H 0.114
99. H 0.129

ORCA calculation (wB97M-V/def2-TZVPD) on C23H14BrInN4O2 as an isolated structure.

Computed properties:
HOMO   -13.926 eV
Spin multiplicity   1
Kohn-Sham gap   6.98 eV
Relative energy (zero: lowest compared OMol25 entry of this formula, charge and spin)   0.67 kcal/mol
Net charge   +2

Cartesian coordinates (Å):
H  2.73974  -0.05971  -1.84527
H  -0.81967  -0.84884  -5.96419
C  -2.00681  -2.58971  -4.23472
C  -2.52388  -3.33906  -3.24586
O  -4.32406  -4.72906  -2.91290
C  -2.26851  -3.08040  -1.84883
H  -2.69495  -4.14703  1.34818
C  4.55665  -0.05799  -0.70094
C  4.89147  0.05493  2.99212
H  4.58603  0.10557  5.09931
N  -1.16113  -1.64808  -0.25454
C  0.11305  0.46314  -4.55485
C  4.12983  0.09507  4.12037
C  -1.59611  -2.41258  0.73710
H  0.89701  1.56770  -2.87233
O  -3.18290  -4.95543  -4.72990
C  -1.37662  1.75972  0.08435
C  2.33661  0.04812  0.25376
C  -2.37219  -3.54570  0.51113
C  -0.94741  -1.12972  -2.59192
H  -2.68218  3.47083  0.12119
C  -0.64424  -0.62154  -4.92042
In  0.25040  0.05278  -0.02556
C  -1.19891  -1.44917  -3.92691
H  -3.30624  -4.76232  -0.96499
C  0.31122  0.71540  -3.19692
C  -2.70801  -3.88531  -0.77435
C  2.15379  0.10814  2.78237
C  3.15500  -0.02304  -0.84478
H  -1.31005  -2.12373  1.74035
H  5.97071  0.03311  3.06146
N  -0.20187  -0.05462  -2.24717
H  6.17878  -0.04395  0.67044
N  -3.41116  -4.45213  -3.66064
Br  0.22068  0.14680  2.76886
H  2.11594  0.14568  4.91014
C  2.72384  0.11919  4.01718
C  5.10400  -0.02222  0.54603
H  0.55294  1.11859  -5.29179
H  -2.21315  -2.84794  -5.26535
C  4.29594  0.03680  1.70732
C  -1.47624  -1.96735  -1.53807
H  5.18642  -0.11277  -1.57737
C  2.88011  0.07074  1.56668
N  -2.05434  2.68305  0.08720

Now the Löwdin charges, all in e:
1. H 0.086
2. H 0.145
3. C 0.099
4. C -0.044
5. O 0.113
6. C -0.032
7. H 0.135
8. C -0.042
9. C 0.005
10. H 0.125
11. N 0.022
12. C 0.012
13. C -0.032
14. C -0.072
15. H 0.134
16. O 0.140
17. C -0.001
18. C -0.231
19. C 0.022
20. C -0.128
21. H 0.143
22. C 0.062
23. In 0.820
24. C -0.097
25. H 0.129
26. C -0.076
27. C 0.074
28. C -0.522
29. C -0.114
30. H 0.091
31. H 0.130
32. N 0.022
33. H 0.132
34. N -0.337
35. Br 0.902
36. H 0.114
37. C -0.097
38. C 0.009
39. H 0.132
40. H 0.150
41. C -0.139
42. C -0.115
43. H 0.121
44. C -0.228
45. N 0.238

Number 1: E_tot -8040.7308 eV. Number 2: E_tot -87032.4647 eV. Number 3: E_tot -109332.8837 eV.